Molecular formula: C35H39BaN5
Method: DFT, ωB97M-V/def2-TZVPD

DFT total energy	-45065.6845	eV
total charge	-2
max |F|	6.5	eV/Å
lowest unoccupied orbital energy (spin up / spin down)	4.05 / 4.14	eV
relative energy (zero: lowest compared OMol25 entry of this formula, charge and spin)	98.8	kcal per mole

Last column: Mulliken charge in e.
Element x y z (Å)
Ba: 0.239 0.772 -0.853  0.36
N: -0.711 2.499 -3.120  0.00
N: 2.207 -1.144 -2.451  -0.09
C: -1.984 -1.300 0.466  1.24
C: -2.104 -1.285 -0.953  0.19
C: -2.725 -0.064 -1.326  -0.03
C: -3.160 0.344 -2.690  -1.47
H: -3.321 -0.535 -3.327  0.41
H: -2.428 1.010 -3.178  0.04
H: -4.109 0.896 -2.638  0.46
C: -2.970 0.679 -0.142  1.47
C: -3.767 1.929 -0.040  -1.50
H: -4.781 1.728 0.349  0.31
H: -3.880 2.424 -1.011  0.40
H: -3.293 2.643 0.643  0.00
C: -2.531 -0.089 0.960  0.34
C: -2.828 0.253 2.378  -1.73
H: -2.309 1.169 2.692  0.16
H: -2.539 -0.550 3.064  0.45
H: -3.908 0.428 2.516  0.30
C: -1.807 -2.423 -1.867  -1.46
H: -2.694 -3.066 -2.008  0.32
H: -1.005 -3.066 -1.474  -0.09
H: -1.494 -2.077 -2.864  0.35
C: -1.595 -2.481 1.290  -1.30
H: -1.220 -2.181 2.277  0.30
H: -0.807 -3.070 0.806  -0.03
H: -2.451 -3.159 1.458  0.30
C: -0.715 3.741 -2.603  -0.09
H: -1.650 4.218 -2.410  0.31
C: 0.442 4.475 -2.322  -0.58
H: 0.382 5.532 -2.027  0.31
C: 1.634 3.783 -2.418  0.26
H: 2.529 4.279 -2.098  0.30
C: 1.688 2.485 -2.996  -0.83
H: 2.592 1.892 -2.903  0.44
C: 0.503 1.976 -3.618  0.38
C: 0.043 1.150 -4.776  -1.38
H: -0.491 0.153 -3.965  0.30
C: 1.866 -1.438 -1.144  -1.38
C: 2.881 -2.051 -3.179  -0.99
H: 3.072 -1.965 -4.306  0.27
C: 3.197 -2.904 -2.234  -0.45
H: 3.825 -3.758 -2.272  0.83
N: 2.620 -2.573 -0.989  0.49
C: 2.252 -3.314 0.142  0.47
C: 1.946 -4.657 -0.095  1.10
C: 1.776 -5.433 1.036  -1.02
H: 1.651 -6.490 0.902  0.35
C: 1.767 -4.860 2.308  1.04
C: 1.653 -5.769 3.492  -1.55
H: 1.157 -5.272 4.337  0.37
H: 2.646 -6.104 3.840  0.27
H: 1.083 -6.674 3.232  0.35
C: 1.887 -3.481 2.472  -0.98
H: 1.862 -3.050 3.454  0.43
C: 2.075 -2.640 1.385  0.68
C: 2.118 -1.152 1.531  -1.20
H: 2.514 -0.639 0.635  0.45
H: 2.764 -0.883 2.371  0.44
H: 1.125 -0.735 1.772  0.03
C: 1.744 -5.205 -1.468  -1.79
H: 2.658 -5.250 -2.066  0.39
H: 0.982 -4.655 -2.039  0.21
H: 1.402 -6.230 -1.357  0.40
N: 2.003 4.540 1.408  0.16
C: 1.737 3.353 0.796  -1.24
N: 0.453 3.009 0.989  0.19
C: -0.131 4.028 1.756  0.70
C: -1.414 4.194 2.287  -0.15
C: -1.698 5.382 2.987  -0.92
C: -0.750 6.415 3.084  -0.12
C: 0.560 6.226 2.602  -1.34
C: 0.831 5.020 1.984  0.05
H: 2.917 5.006 1.429  0.72
H: 2.493 2.792 0.252  0.67
H: -2.140 3.389 2.153  -0.08
H: -2.673 5.515 3.465  0.35
H: -1.032 7.366 3.543  0.39
H: 1.342 6.981 2.687  0.28